# 1
9
Properties=species:S:1:pos:R:3:nbo_charge:R:1 method="wB97M-V/def2-TZVPD" lumo_energy_ev=-0.057 spin_multiplicity=1
C 0.46710 0.90888 -0.42762 -0.26
C -0.82693 -0.32786 0.66001 -0.26
C 0.30919 -0.56664 -0.26536 -0.19
Cl 1.53562 1.82611 0.50727 0.07
Cl -2.43096 -0.24456 0.11682 0.07
Cl -0.10476 -1.41849 -1.77358 0.02
Br 1.83211 -1.42467 0.62783 0.06
H -0.14951 1.40988 -1.15022 0.24
H -0.63184 -0.16264 1.70484 0.24



# 2
9
Properties=species:S:1:pos:R:3:nbo_charge:R:1 method="wB97M-V/def2-TZVPD" lumo_energy_ev=0.209 spin_multiplicity=1
O -4.31026 1.17379 -0.47767 -0.48
C -3.19249 1.31824 -0.17767 0.52
Br -2.33848 3.03442 0.08355 -0.03
C -2.05292 0.07510 0.15817 -0.36
I -3.11965 -1.73509 0.19347 0.17
C -0.72830 0.07014 0.09392 0.12
O -0.09983 -1.11679 0.16113 -0.66
H -0.14209 0.97756 0.03327 0.21
H 0.85433 -1.04597 0.05472 0.50



# 3
9
Properties=species:S:1:pos:R:3:nbo_charge:R:1 method="wB97M-V/def2-TZVPD" lumo_energy_ev=0.620 spin_multiplicity=1
C 0.03220 -0.49303 1.18035 0.02
C 0.93972 -0.64423 0.24074 -0.34
C 0.00856 0.46590 -1.19826 0.73
N -1.03428 0.72079 -0.45059 -0.34
O 0.39139 0.68441 -2.29323 -0.54
O -1.07508 0.27264 0.87229 -0.31
Br 2.54633 -1.52040 0.10051 0.15
H -0.03576 -0.86940 2.18595 0.22
H -1.77308 1.38333 -0.63776 0.42



# 4
9
Properties=species:S:1:pos:R:3:nbo_charge:R:1 method="wB97M-V/def2-TZVPD" lumo_energy_ev=0.674 spin_multiplicity=1
Cl 2.50040 -0.84129 -0.88112 0.09
C 1.08548 -0.18609 -0.37383 -0.03
N 0.75017 1.17521 -0.50433 -0.42
C -0.48015 1.29048 -0.00401 0.15
N -0.97716 0.01099 0.23778 -0.53
C -0.01967 -0.89462 0.08499 0.10
Cl -0.01420 -2.59302 0.70198 0.01
H -1.03542 2.19926 -0.04965 0.21
H -1.80945 -0.16091 0.78818 0.42



# 5
8
Properties=species:S:1:pos:R:3:nbo_charge:R:1 method="wB97M-V/def2-TZVPD" lumo_energy_ev="-1.702 / -1.506" spin_multiplicity=1
C -0.39453 0.12846 0.43205 0.30
C 0.94744 0.19562 0.94216 -0.27
C -0.56230 0.01115 -1.02933 -0.09
O -1.43219 -0.07649 1.09973 -0.57
Cl 0.75981 0.19559 -2.08456 0.08
Cl -1.90710 -0.78969 -1.68928 0.13
H 0.83396 -0.20981 1.95887 0.23
H 1.75491 0.54517 0.37035 0.21



# 6
9
Properties=species:S:1:pos:R:3:nbo_charge:R:1 method="wB97M-V/def2-TZVPD" lumo_energy_ev=0.761 spin_multiplicity=1
C -1.37217 -0.15468 0.09620 -0.46
C -0.16894 -0.08391 0.64604 0.33
F 0.06491 -0.21757 1.92344 -0.29
C 1.07694 0.08036 -0.28369 0.63
F 1.06697 -0.87966 -1.23953 -0.32
F 2.20458 -0.06675 0.40726 -0.30
Cl 1.04475 1.66792 -1.14314 -0.04
H -2.35413 -0.13533 0.55854 0.23
H -1.56291 -0.21038 -0.96512 0.23



# 7
8
Properties=species:S:1:pos:R:3:nbo_charge:R:1 method="wB97M-V/def2-TZVPD" lumo_energy_ev=-0.087 spin_multiplicity=1
O 0.02814 1.33505 2.35939 -0.35
N 0.20378 1.54429 1.20062 0.20
C 0.25460 2.06434 0.12517 0.02
Cl 0.46351 1.74456 -1.47120 0.13
C -0.72079 -1.50038 -0.88887 -0.26
C 0.17912 -1.81088 -0.16436 -0.25
H -1.46195 -1.23642 -1.65282 0.25
H 1.05359 -2.14055 0.49206 0.26



# 8
8
Properties=species:S:1:pos:R:3:nbo_charge:R:1 method="wB97M-V/def2-TZVPD" lumo_energy_ev="-0.834 / -0.832" spin_multiplicity=1
C 0.93851 -1.82893 -0.28673 0.31
C -1.75587 -0.07770 0.28389 0.11
C 0.49080 0.61802 -0.00470 0.02
N 1.07950 -0.62157 -0.02651 -0.63
O -0.83641 0.83425 -0.00079 -0.45
Cl -3.24406 0.54356 -0.28692 -0.02
H 1.24106 1.29759 0.29408 0.19
H 2.08647 -0.76523 0.02768 0.47



In the order shown, the computed E values come out to -4070.0094; -3137.6562; -2894.6357; -1145.3984; -1111.0189; -875.2672; -705.4887; -705.3887 Eh.
In the order shown, the computed energy relative to the best compared isomer or geometry (same formula, charge and spin) values come out to 36.4; 0.0; 70.5; 13.0; 67.6; 1.4; 122.6; 185.4 kcal/mol.